1.
{"formula": "C6H10FN3O3", "method": "wB97M-V/def2-TZVPD", "orbital_gap_ev": 7.50, "spin_multiplicity": 1, "e_tot_ev": -19710.175, "e_homo_ev": -7.7, "lumo_energy_ha": -0.0083, "fmax_ha_per_bohr": 0.0135, "elements": ["C", "C", "C", "F", "C", "C", "N", "C", "N", "H", "H", "H", "H", "H", "H", "H", "H", "H", "H", "N", "O", "O", "O"], "xyz": [[2.243, 0.267, 0.002], [1.541, 1.517, -0.533], [0.383, 1.962, 0.357], [0.784, 2.090, 1.673], [-0.721, 0.952, 0.309], [-1.001, -0.101, 1.104], [-2.087, -0.733, 0.549], [-2.471, -0.097, -0.535], [-1.665, 0.949, -0.702], [3.127, 0.075, -0.598], [1.612, -0.620, -0.056], [2.518, 0.388, 1.047], [2.234, 2.336, -0.706], [1.074, 1.221, -1.477], [-0.035, 2.912, 0.012], [-0.453, -0.426, 1.967], [-2.479, -1.582, 0.935], [-3.274, -0.383, -1.187], [-1.687, 1.618, -1.453], [0.099, -3.102, -0.183], [0.457, -2.821, 0.987], [-1.097, -3.422, -0.391], [0.900, -3.002, -1.122]], "atomic_forces_ev_per_a": [[-0.1, 0.1, 0.1], [-0.3, -0.6, 0.2], [-0.1, -0.3, -0.3], [0.0, 0.2, 0.0], [0.0, 0.3, 0.1], [0.4, 0.2, -0.1], [0.2, -0.1, 0.7], [-0.3, -0.1, -0.4], [0.3, -0.1, 0.3], [0.1, -0.1, 0.1], [0.0, -0.1, -0.1], [0.2, 0.1, 0.0], [0.0, 0.1, 0.0], [0.2, 0.3, -0.3], [0.2, 0.2, 0.2], [-0.2, -0.3, 0.0], [0.1, -0.3, -0.4], [0.0, 0.0, 0.0], [-0.2, -0.1, -0.1], [-0.1, 0.5, 0.1], [0.0, 0.1, 0.0], [-0.2, 0.1, 0.0], [-0.1, -0.1, 0.0]]}

2.
{"formula": "C27H30AlB2BeBr2CaClF25N5O11PS2", "method": "wB97M-V/def2-TZVPD", "orbital_gap_ev": 2.03, "spin_multiplicity": 1, "e_tot_ev": -336739.558, "e_homo_ev": -9.9, "lumo_energy_ha": -0.2907, "fmax_ha_per_bohr": 0.0812, "total_charge": 1, "elements": ["C", "O", "B", "O", "C", "C", "C", "C", "C", "C", "F", "F", "C", "F", "F", "C", "F", "F", "C", "F", "F", "C", "F", "F", "C", "F", "F", "F", "C", "N", "C", "N", "C", "N", "C", "C", "O", "C", "C", "C", "O", "H", "H", "H", "H", "H", "H", "H", "H", "H", "H", "H", "H", "H", "H", "H", "H", "H", "H", "H", "N", "S", "O", "O", "F", "S", "O", "O", "F", "Al", "C", "O", "O", "O", "Be", "Br", "C", "C", "Br", "H", "H", "H", "H", "C", "C", "C", "C", "N", "H", "H", "H", "H", "H", "H", "H", "Cl", "F", "P", "F", "F", "F", "F", "F", "B", "F", "F", "F", "F", "Ca"], "xyz": [[4.575, -5.254, 1.726], [5.085, -5.306, 0.387], [5.656, -4.152, -0.064], [6.954, -4.164, -0.466], [4.742, -2.844, -0.069], [3.425, -2.949, -0.346], [2.643, -1.827, -0.350], [1.224, -1.973, -0.654], [0.890, -1.515, -2.106], [-0.498, -0.952, -2.211], [-0.575, -0.356, -3.458], [-0.647, 0.018, -1.309], [-1.656, -2.004, -2.157], [-1.260, -3.188, -1.792], [-2.101, -2.136, -3.497], [-2.898, -1.602, -1.320], [-2.582, -1.349, -0.059], [-3.707, -2.673, -1.286], [-3.713, -0.473, -2.004], [-2.867, 0.456, -2.520], [-4.409, -0.981, -3.021], [-4.784, 0.242, -1.085], [-5.772, 0.617, -1.919], [-5.317, -0.658, -0.255], [-4.270, 1.595, -0.481], [-5.108, 2.008, 0.467], [-3.039, 1.501, 0.032], [-4.293, 2.541, -1.405], [3.164, -0.532, -0.044], [2.310, 0.492, -0.075], [2.895, 1.647, 0.227], [2.136, 2.770, 0.183], [4.271, 1.773, 0.588], [5.067, 0.764, 0.615], [4.504, -0.435, 0.266], [5.301, -1.569, 0.239], [6.585, -1.563, 0.507], [7.404, -0.716, -0.376], [7.107, -0.913, -1.880], [6.501, 0.355, -2.491], [8.375, -1.078, -2.522], [4.742, -6.204, 2.216], [5.055, -4.477, 2.327], [3.502, -5.065, 1.757], [7.486, -4.641, 0.181], [2.999, -3.919, -0.557], [0.605, -1.506, 0.111], [1.015, -3.021, -0.604], [1.612, -0.769, -2.413], [1.007, -2.357, -2.789], [2.530, 3.518, 0.738], [1.170, 2.590, 0.424], [4.664, 2.747, 0.848], [8.426, -1.030, -0.210], [7.371, 0.313, -0.055], [6.533, -1.815, -2.090], [6.380, 1.157, -1.771], [5.549, 0.195, -2.993], [7.195, 0.734, -3.233], [8.568, -2.022, -2.479], [1.431, 1.289, -4.927], [1.107, 2.810, -5.174], [1.813, 3.452, -6.210], [0.738, 3.575, -4.047], [-0.439, 2.526, -5.933], [2.857, 1.052, -4.285], [3.254, -0.316, -4.372], [3.112, 1.731, -3.062], [3.821, 1.758, -5.308], [-1.931, 1.531, -5.431], [8.580, -1.433, 2.935], [8.059, -2.187, 3.742], [9.364, -1.777, 2.023], [8.407, -0.195, 2.882], [-1.182, -1.964, -5.132], [-3.171, 0.201, 5.868], [-4.757, 0.677, 4.748], [-5.594, 1.726, 5.431], [-6.639, 0.990, 6.897], [-5.312, -0.240, 4.550], [-4.345, 1.054, 3.813], [-6.315, 2.155, 4.738], [-5.013, 2.524, 5.852], [-8.499, 4.061, 5.959], [-9.405, 4.103, 4.731], [-9.489, 5.497, 4.104], [-10.084, 6.467, 5.021], [-10.533, 7.225, 5.758], [-8.875, 4.710, 6.751], [-8.442, 3.048, 6.362], [-7.481, 4.388, 5.705], [-10.400, 3.755, 5.009], [-9.025, 3.407, 3.980], [-10.090, 5.452, 3.196], [-8.496, 5.840, 3.807], [-5.078, -0.443, 2.347], [0.812, -7.761, 0.344], [0.161, -6.380, -0.247], [-0.937, -7.366, -0.970], [0.490, -4.836, -0.773], [-1.259, -5.717, 0.273], [1.088, -6.659, -1.585], [0.775, -5.836, 1.195], [-3.401, 5.093, -4.187], [-2.781, 3.871, -4.667], [-3.394, 6.019, -5.217], [-4.705, 4.787, -3.797], [-2.660, 5.551, -3.096], [-3.864, 2.743, 6.974]], "atomic_forces_ev_per_a": [[-0.6, 0.0, 0.3], [0.3, 0.2, 0.6], [-0.3, -0.5, 0.1], [0.2, 0.8, 0.0], [1.8, -0.4, 0.2], [-0.2, -0.6, -0.1], [-1.3, 0.5, -0.1], [-0.6, -0.6, -0.3], [0.2, -0.4, 0.6], [1.4, -0.1, 0.1], [-0.1, 0.1, -0.6], [-0.5, 0.1, 0.1], [0.3, 0.8, 1.0], [0.3, -0.2, 0.1], [-0.2, -0.5, -1.3], [-1.3, -0.7, -0.3], [0.7, 0.6, 0.0], [0.1, -0.2, -0.4], [-0.7, 0.8, 0.6], [0.0, 0.0, 0.0], [0.2, -0.5, -0.3], [-0.2, -0.2, -0.8], [-0.1, 0.2, -0.1], [0.6, 0.5, -0.5], [-0.7, 0.3, 0.6], [0.0, -0.2, 0.3], [0.0, -0.2, 0.0], [0.5, -0.3, -0.4], [-0.7, -0.8, -0.4], [0.8, 0.7, 0.4], [-0.9, 0.3, -0.4], [0.1, -0.2, 1.0], [0.3, -0.1, -0.1], [-0.1, -0.1, 0.0], [0.9, 1.2, 0.2], [-0.1, -1.1, 0.0], [0.7, 0.6, -0.5], [0.5, -0.4, 0.2], [0.6, 0.9, -0.2], [-0.2, 0.0, -0.2], [-0.2, -0.4, 0.0], [0.2, -0.2, -0.1], [0.2, 0.0, -0.1], [-0.1, 0.0, -0.3], [0.1, -0.5, -0.4], [-0.2, -0.1, -0.1], [-0.1, 0.5, -0.2], [-0.3, -0.6, 0.1], [-0.2, 0.4, -0.2], [0.0, -0.2, 0.0], [-0.1, 0.3, -0.3], [-0.1, 0.2, -0.5], [0.0, 0.1, 0.0], [0.0, -0.4, 0.2], [-0.4, 0.3, 0.0], [-0.4, 0.1, 0.3], [-0.2, 0.0, 0.2], [-0.1, -0.1, 0.1], [0.1, -0.1, -0.2], [0.3, 0.1, -0.1], [-0.4, 0.3, -0.2], [1.5, 1.4, 0.8], [-0.1, -0.4, -0.6], [-0.6, -0.4, 0.3], [-0.8, -0.3, -0.4], [1.9, -0.6, -0.3], [-0.9, -0.2, 0.1], [-0.5, 0.3, 0.5], [-0.2, 0.1, 0.0], [-0.5, 0.9, 0.3], [-0.2, -0.2, 0.2], [0.0, 0.0, 0.0], [0.1, 0.2, 0.0], [0.1, 0.0, -0.1], [-0.3, 0.7, 1.1], [0.1, 0.6, 0.5], [0.0, 0.9, 0.4], [-1.2, -1.3, -0.6], [0.6, 0.3, 0.5], [0.2, -0.1, -0.1], [0.1, -0.3, -0.1], [0.2, 0.1, -0.1], [-2.6, 0.4, -2.9], [-0.1, -0.1, 0.0], [0.2, -0.1, 0.1], [-0.1, -0.3, -0.1], [0.1, 0.2, 0.0], [0.0, -0.1, 0.0], [0.1, 0.1, 0.0], [-0.1, 0.1, 0.0], [0.0, 0.1, 0.0], [0.0, 0.0, 0.0], [-0.1, 0.0, -0.1], [0.0, 0.1, 0.0], [0.0, 0.1, 0.0], [-0.1, -0.2, 0.3], [-0.6, -0.1, 0.0], [-0.4, -1.4, 0.1], [0.3, 0.2, -0.7], [-0.5, 0.8, -0.3], [0.3, 0.2, 0.7], [0.5, -0.3, 0.5], [0.5, 0.7, -0.4], [-0.5, 1.1, 0.5], [0.7, -1.7, -0.6], [0.1, -0.2, -0.1], [0.1, -0.2, 0.0], [0.1, -0.3, -0.1], [2.8, -0.5, 3.0]]}

3.
{"formula": "C12H14BF5HgN6", "method": "wB97M-V/def2-TZVPD", "orbital_gap_ev": [3.99, 3.96], "spin_multiplicity": 1, "e_tot_ev": -40029.745, "e_homo_ev": [-16.0, -15.7], "lumo_energy_ha": [-0.4411, -0.4305], "fmax_ha_per_bohr": 0.0803, "total_charge": 2, "elements": ["C", "N", "N", "C", "C", "B", "N", "N", "C", "C", "C", "Hg", "N", "N", "C", "C", "C", "H", "H", "H", "H", "H", "H", "H", "H", "H", "H", "H", "C", "H", "H", "H", "F", "C", "F", "C", "F", "F", "F"], "xyz": [[3.269, -1.309, -1.460], [2.152, -0.590, -1.693], [2.218, -0.083, -2.964], [3.382, -0.458, -3.529], [4.083, -1.227, -2.608], [1.112, 0.779, -3.617], [-0.279, 0.153, -3.247], [-0.664, -0.140, -1.960], [-1.952, -0.533, -1.990], [-2.411, -0.431, -3.315], [-1.328, -0.009, -4.077], [0.662, 0.169, -0.083], [1.080, 2.133, -2.813], [0.805, 2.050, -1.473], [0.629, 3.296, -0.994], [0.840, 4.199, -2.047], [1.129, 3.436, -3.170], [0.358, 3.462, 0.032], [1.379, 3.716, -4.185], [0.779, 5.267, -1.977], [1.246, 0.925, -4.800], [-1.192, 0.195, -5.129], [3.603, -0.152, -4.547], [-3.392, -0.623, -3.688], [5.046, -1.669, -2.766], [-2.464, -0.853, -1.086], [3.424, -1.835, -0.523], [-2.334, 1.458, 1.284], [-3.156, 1.204, 1.972], [-4.111, 1.385, 1.464], [-3.100, 0.144, 2.263], [-3.088, 1.839, 2.865], [1.135, 2.139, 2.176], [1.717, 0.969, 1.731], [3.007, 1.260, 1.299], [1.815, -0.031, 2.920], [0.591, -0.164, 3.505], [2.216, -1.239, 2.416], [2.710, 0.314, 3.879]], "atomic_forces_ev_per_a": [[0.1, 0.8, -1.2], [0.2, -0.9, 0.4], [0.0, 0.2, 0.1], [-0.3, -0.1, 0.6], [-0.2, -0.1, 0.3], [0.3, 0.1, 1.1], [-0.9, 0.2, -1.4], [-2.1, -1.3, 1.2], [1.8, 0.7, 0.2], [-0.6, -0.1, -0.2], [1.8, 0.4, 0.7], [0.5, 0.1, -1.4], [0.1, 1.0, -0.5], [-0.4, 1.7, 1.5], [0.3, -1.5, -1.4], [-0.2, 0.6, 0.3], [0.0, -1.5, -0.2], [0.1, 0.1, 0.2], [-0.1, 0.0, 0.1], [0.1, 0.2, -0.1], [-0.1, 0.0, 0.4], [-0.3, -0.1, 0.0], [0.0, -0.2, 0.2], [-0.4, -0.2, -0.1], [0.1, -0.2, 0.0], [0.1, 0.1, -0.3], [0.0, 0.2, -0.2], [-0.1, 0.0, 0.1], [-0.1, -0.2, 0.1], [0.3, 0.0, 0.1], [0.0, 0.4, -0.1], [0.0, -0.2, -0.3], [0.8, -2.3, -1.4], [2.5, 3.0, 1.3], [-2.8, -0.6, 0.4], [0.0, -2.1, 2.0], [1.5, 0.3, -1.1], [-0.6, 1.3, 0.2], [-1.4, 0.1, -1.9]]}

4.
{"formula": "C18H14F6N6O5S3V", "method": "wB97M-V/def2-TZVPD", "orbital_gap_ev": [8.03, 8.51], "spin_multiplicity": 3, "e_tot_ev": -112565.611, "s2": 2.017, "e_homo_ev": [-12.0, -12.2], "lumo_energy_ha": [-0.1471, -0.1364], "fmax_ha_per_bohr": 0.0479, "total_charge": 1, "elements": ["V", "O", "C", "N", "C", "C", "C", "C", "C", "C", "N", "C", "C", "C", "C", "C", "N", "H", "H", "H", "H", "H", "H", "H", "H", "H", "H", "F", "C", "F", "F", "S", "O", "O", "N", "S", "O", "O", "C", "F", "F", "F", "S", "C", "N", "C", "C", "C", "N", "H", "H", "H", "H"], "xyz": [[-0.108, -0.180, -0.291], [-2.263, 1.578, 2.515], [-1.879, 1.078, 1.491], [-0.640, 0.485, 1.370], [0.220, 0.436, 2.568], [1.347, -0.544, 2.276], [2.256, -0.843, 3.267], [3.285, -1.697, 2.925], [3.365, -2.255, 1.660], [2.378, -1.964, 0.736], [1.428, -1.067, 1.040], [-2.661, 1.040, 0.171], [-3.993, 1.360, 0.096], [-4.496, 1.644, -1.165], [-3.679, 1.407, -2.276], [-2.401, 0.981, -2.108], [-1.885, 0.812, -0.904], [-0.413, 0.094, 3.381], [0.584, 1.375, 2.964], [2.125, -0.410, 4.247], [3.989, -1.979, 3.671], [4.041, -3.058, 1.479], [2.420, -2.369, -0.269], [-4.569, 1.543, 0.994], [-5.494, 2.067, -1.298], [-4.106, 1.498, -3.268], [-1.772, 0.880, -2.975], [-1.035, -1.203, -4.277], [0.000, -2.063, -4.273], [1.096, -1.465, -4.718], [-0.259, -3.111, -5.029], [0.286, -2.534, -2.502], [0.338, -1.196, -1.953], [1.455, -3.321, -2.372], [-1.057, -3.291, -2.128], [-1.862, -3.073, -0.806], [-1.538, -1.852, -0.052], [-3.271, -3.356, -0.979], [-1.290, -4.425, 0.351], [-0.220, -4.092, 1.093], [-1.025, -5.486, -0.453], [-2.253, -4.774, 1.234], [1.835, 1.245, -1.039], [2.043, 2.722, -0.310], [1.228, 3.176, 0.670], [1.459, 4.365, 1.338], [2.525, 5.135, 0.916], [3.222, 4.715, -0.229], [3.018, 3.550, -0.732], [0.481, 2.591, 1.039], [0.790, 4.555, 2.146], [2.875, 6.029, 1.394], [4.080, 5.248, -0.625]], "atomic_forces_ev_per_a": [[0.4, -0.5, 0.5], [-0.6, 0.4, 0.2], [0.2, -0.9, -0.3], [0.6, 1.1, 0.4], [-0.8, -1.3, -0.8], [-0.4, 0.6, 0.0], [0.1, -0.1, -0.5], [-0.2, 0.0, 0.2], [-0.9, -0.4, 0.3], [0.5, 0.7, 0.4], [-0.9, 0.1, -0.4], [0.8, 0.0, 0.8], [-0.1, 0.9, -0.1], [0.0, -0.3, -0.4], [-1.9, 0.3, 0.0], [0.4, 0.1, -0.4], [0.4, 0.1, 0.7], [0.0, -0.4, 0.3], [0.3, 0.6, -0.4], [0.2, -0.1, 0.1], [0.6, -0.2, 0.4], [0.7, -0.1, -0.3], [-0.3, 0.0, 0.1], [0.1, -0.1, 0.0], [0.3, -0.4, 0.1], [0.3, 0.3, 0.0], [0.3, -0.4, 0.0], [0.4, -0.4, -0.3], [-0.1, -0.3, 0.0], [-0.2, 0.1, 0.1], [-0.2, 0.2, 0.2], [-1.3, -1.7, -0.7], [0.4, 1.4, 0.6], [0.4, -0.1, -0.1], [0.8, 0.7, -0.1], [-2.2, -0.7, 0.7], [0.7, 0.4, -0.4], [1.9, 0.5, 0.0], [-0.3, -1.4, 0.4], [-0.2, 0.0, -0.9], [0.0, 0.9, 1.1], [0.6, 0.5, -1.1], [-0.3, -1.0, -0.6], [-0.3, 1.3, 0.3], [-0.2, 1.0, 1.2], [1.5, -0.5, -1.5], [-0.9, 0.2, 0.4], [0.3, -0.4, 1.2], [0.1, -1.5, -1.5], [0.1, -0.1, -0.4], [-0.2, 0.3, 0.5], [-0.4, 0.3, 0.4], [-0.2, 0.3, 0.0]]}

5.
{"formula": "C7H13N2", "method": "wB97M-V/def2-TZVPD", "orbital_gap_ev": [7.34, 7.35], "spin_multiplicity": 1, "e_tot_ev": -10437.215, "e_homo_ev": [-11.0, -11.0], "lumo_energy_ha": [-0.1340, -0.1340], "fmax_ha_per_bohr": 0.0930, "total_charge": 1, "elements": ["C", "C", "C", "C", "C", "C", "C", "N", "N", "H", "H", "H", "H", "H", "H", "H", "H", "H", "H", "H", "H", "H"], "xyz": [[-1.506, -0.597, -0.613], [-2.071, -1.790, -0.639], [1.921, -0.659, 0.138], [-0.492, 0.377, -0.767], [1.490, -1.898, 0.580], [2.926, 1.526, -0.290], [-2.490, 1.486, 0.426], [2.593, 0.304, 0.185], [-1.418, 0.533, 0.373], [-2.888, -2.000, 0.078], [-1.802, -2.530, -1.477], [-0.200, 1.265, -1.311], [1.243, -2.603, -0.275], [0.631, -1.637, 1.155], [2.278, -2.312, 1.109], [3.811, 1.875, 0.291], [2.120, 2.115, -0.431], [3.240, 1.430, -1.269], [-3.220, 0.897, 0.933], [-2.219, 2.323, 1.053], [-2.845, 1.806, -0.540], [-1.102, 0.090, 1.289]], "atomic_forces_ev_per_a": [[1.8, 1.6, -0.9], [-0.6, -1.0, -0.7], [1.7, 4.0, -0.3], [1.0, -1.2, 0.5], [-1.8, -1.8, -2.3], [3.8, 0.7, 1.2], [-0.5, -0.1, 1.1], [-2.0, -4.4, 0.0], [1.0, -2.3, 0.9], [0.7, -0.2, -0.6], [-0.7, 1.3, 1.5], [-0.7, -0.4, -0.5], [0.0, 1.0, 1.0], [-0.9, -0.7, 0.7], [1.4, -1.0, 1.5], [-1.1, 0.5, -0.4], [-2.7, 2.4, 0.6], [1.2, -0.6, -2.2], [-1.4, 0.3, 0.4], [0.1, 0.3, 0.0], [0.2, -0.1, -0.4], [-0.6, 1.5, -1.1]]}